Entry 1:
C47H50Br2FN9OS | ωB97M-V/def2-TZVPD

**LUMO**: -0.721 eV
**E_tot**: -218633.814 eV
**Charge**: 0
**HOMO-LUMO gap**: 0.2981 Ha

Positions of all 111 atoms, in Å:
C1 2.283 -4.071 -2.094
C2 1.699 -2.510 -1.953
C3 1.669 -2.061 -0.363
F1 3.062 -1.969 0.108
C4 0.710 -0.774 -0.034
C5 -0.819 -1.448 0.139
N1 -2.009 -1.971 0.278
C6 0.501 0.250 -1.343
C7 -0.892 -0.078 -2.183
O1 -0.952 -0.680 -3.374
C8 0.978 -0.014 1.375
S1 0.814 -1.294 2.787
C9 -0.230 1.096 1.704
N2 -1.280 1.854 1.888
C10 2.383 0.736 1.614
Br1 3.562 -0.298 2.923
C11 3.266 1.172 0.320
C12 2.988 2.719 -0.219
Br2 5.210 1.171 0.940
H1 3.043 -4.145 -3.008
H2 1.359 -4.753 -2.420
H3 2.719 -4.488 -1.090
H4 2.470 -1.845 -2.571
H5 0.643 -2.531 -2.463
H6 1.183 -2.989 0.211
H7 0.386 1.386 -0.996
H8 1.464 0.261 -2.049
H9 -1.934 0.292 -1.735
H10 0.591 -2.576 2.265
H11 2.144 1.746 2.207
H12 3.184 0.481 -0.620
H13 2.002 3.192 0.202
H14 2.853 2.666 -1.399
H15 3.950 3.400 -0.054
N3 0.443 4.003 -2.330
C13 -0.007 3.991 -3.604
C14 -1.032 4.800 -4.067
C15 -1.637 5.674 -3.170
C16 -1.197 5.709 -1.851
C17 -0.163 4.863 -1.482
H16 0.495 3.290 -4.264
H17 -1.351 4.750 -5.102
H18 -2.444 6.323 -3.496
H19 -1.648 6.378 -1.127
H20 0.219 4.856 -0.465
N4 4.133 -4.319 -5.139
C18 5.110 -4.974 -4.475
C19 6.379 -5.190 -4.988
C20 6.665 -4.709 -6.262
C21 5.678 -4.033 -6.972
C22 4.440 -3.863 -6.373
H21 4.838 -5.332 -3.487
H22 7.127 -5.720 -4.409
H23 7.648 -4.861 -6.698
H24 5.868 -3.647 -7.966
H25 3.638 -3.338 -6.884
N5 5.735 -3.321 6.784
C23 4.869 -3.963 7.598
C24 3.498 -3.987 7.400
C25 2.980 -3.308 6.302
C26 3.846 -2.636 5.446
C27 5.203 -2.673 5.726
H26 5.321 -4.475 8.443
H27 2.849 -4.521 8.085
H28 1.910 -3.303 6.115
H29 3.474 -2.097 4.582
H30 5.920 -2.166 5.085
N6 9.214 1.989 2.798
C28 8.339 1.378 1.969
C29 8.616 0.205 1.285
C30 9.868 -0.377 1.456
C31 10.791 0.230 2.302
C32 10.420 1.399 2.946
H31 7.377 1.872 1.866
H32 7.874 -0.243 0.634
H33 10.122 -1.295 0.935
H34 11.775 -0.198 2.457
H35 11.104 1.909 3.619
N7 -4.462 7.489 -2.564
C33 -5.328 6.847 -1.749
C34 -6.700 6.823 -1.948
C35 -7.218 7.502 -3.045
C36 -6.351 8.175 -3.901
C37 -4.995 8.138 -3.622
H36 -4.876 6.335 -0.905
H37 -7.348 6.289 -1.263
H38 -8.287 7.507 -3.233
H39 -6.724 8.713 -4.765
H40 -4.278 8.644 -4.262
N8 -6.977 -1.748 1.094
C38 -7.472 -0.523 1.376
C39 -6.683 0.581 1.658
C40 -5.302 0.420 1.655
C41 -4.762 -0.829 1.370
C42 -5.632 -1.872 1.096
H41 -8.556 -0.449 1.370
H42 -7.135 1.542 1.876
H43 -4.651 1.262 1.873
H44 -3.689 -0.987 1.360
H45 -5.260 -2.866 0.864
N9 -11.409 -4.627 2.284
C43 -10.204 -4.173 1.874
C44 -9.779 -2.864 2.034
C45 -10.640 -1.962 2.650
C46 -11.888 -2.399 3.082
C47 -12.223 -3.729 2.880
H46 -9.569 -4.913 1.396
H47 -8.799 -2.555 1.687
H48 -10.342 -0.928 2.792
H49 -12.583 -1.722 3.565
H50 -13.184 -4.119 3.203

Cartesian forces (eV/Å) of the 2 atoms listed first:
C -0.9 -0.2 -0.7
C 1.1 -0.7 -0.2

---

Entry 2:
C3H4S2 | ωB97M-V/def2-TZVPD

**LUMO**: -1.489 eV
**Energy above the lowest of the compared OMol25 structures with the same formula, charge and spin**: 35.9 kcal/mol
**E_tot**: -24844.083 eV
**SMILES**: CC(=S)C=S
**Charge**: 0
**HOMO-LUMO gap**: 0.2754 Ha

Positions of all 9 atoms, in Å:
C1 0.737 -0.514 -0.755
C2 -0.591 -0.177 -0.026
S1 -1.964 -0.970 -0.500
C3 -0.437 0.843 0.978
S2 -0.959 0.611 2.432
H1 0.341 -0.703 -1.891
H2 1.333 0.429 -0.862
H3 1.329 -1.207 -0.261
H4 0.211 1.689 0.886

Cartesian forces (eV/Å) of the 2 atoms listed first:
C -2.8 3.1 -3.7
C 0.2 -1.5 -2.3

---

Entry 3:
C22H32MnN6O10S2Se | ωB97M-V/def2-TZVPD

**LUMO (alpha / beta)**: -2.800 / -1.328 eV
**Expectation value of S²**: 3.8860
**E_tot**: -171082.174 eV
**Charge**: 0
**2S+1**: 4
**HOMO-LUMO gap (alpha / beta)**: 0.2070 / 0.2647 Ha

Positions of all 74 atoms, in Å:
Mn1 11.843 10.573 9.534
O1 11.670 12.623 12.657
S1 12.224 11.293 12.725
O2 12.041 10.565 13.916
O3 11.854 10.431 11.551
C1 14.035 11.599 12.667
C2 14.649 11.371 13.922
C3 16.013 11.625 14.081
C4 16.717 12.165 13.005
C5 16.151 12.312 11.765
C6 14.807 12.012 11.619
S2 14.255 11.743 9.955
O4 12.831 12.213 9.848
O5 15.118 12.400 8.991
O6 14.144 10.271 9.878
H1 14.051 10.898 14.709
H2 16.482 11.452 15.060
H3 17.759 12.345 13.139
H4 16.794 12.605 10.979
C7 13.775 7.589 8.145
N1 12.683 7.801 9.106
C8 12.954 7.580 10.575
C9 11.396 8.056 8.726
N2 10.753 8.990 9.463
C10 9.374 9.173 9.477
C11 8.442 8.121 9.613
C12 7.132 8.415 9.463
C13 6.692 9.784 9.369
C14 7.604 10.823 9.383
C15 8.981 10.475 9.500
N3 10.029 11.415 9.503
C16 9.935 12.560 10.177
N4 9.200 12.693 11.294
C17 8.543 13.956 11.597
C18 8.891 11.640 12.323
N5 10.532 13.628 9.687
C19 11.073 14.706 10.514
C20 10.842 13.704 8.273
N6 10.785 7.416 7.712
C21 9.718 7.881 6.875
C22 11.331 6.126 7.231
H5 14.583 8.267 8.431
H6 13.436 7.764 7.183
H7 14.162 6.531 8.149
H8 13.385 6.558 10.724
H9 12.008 7.657 11.186
H10 13.718 8.324 10.859
H11 8.834 7.119 9.564
H12 6.334 7.643 9.549
H13 5.644 9.977 9.239
H14 7.348 11.879 9.275
H15 8.326 14.416 10.610
H16 9.174 14.610 12.176
H17 7.633 13.809 12.162
H18 9.546 10.768 12.226
H19 7.834 11.362 12.196
H20 9.179 12.052 13.316
H21 10.445 15.592 10.415
H22 12.117 14.901 10.188
H23 11.149 14.437 11.587
H24 10.560 14.710 7.880
H25 10.330 12.941 7.730
H26 11.923 13.682 8.055
H27 9.309 8.849 7.146
H28 8.855 7.169 6.981
H29 10.063 7.946 5.861
H30 12.000 5.634 7.988
H31 11.940 6.298 6.267
H32 10.520 5.469 7.017
O7 9.907 10.761 6.444
Se1 11.513 10.679 6.188
O8 12.328 11.934 5.547
O9 12.158 10.637 7.834
O10 11.927 9.278 5.548

Cartesian forces (eV/Å) of the 2 atoms listed first:
Mn -0.8 0.4 0.6
O -0.2 -0.2 0.0

---

Entry 4:
C8H19O3Si2 | ωB97M-V/def2-TZVPD

**LUMO**: 2.933 eV
**E_tot**: -30502.628 eV
**Charge**: -1
**HOMO-LUMO gap**: 0.2808 Ha

Positions of all 32 atoms, in Å:
C1 -4.306 -1.078 0.207
C2 -1.017 2.689 -0.446
C3 -1.454 -0.848 -1.507
C4 4.193 -0.574 1.111
C5 2.710 -0.752 -1.524
C6 1.612 -2.145 0.844
C7 -2.225 2.399 0.452
C8 -2.231 1.080 1.162
O1 -4.336 -0.041 -0.466
O2 -5.069 -1.891 0.639
O3 1.634 0.793 0.627
Si1 -2.535 -0.473 0.071
Si2 2.397 -0.502 0.320
H1 -1.017 2.139 -1.413
H2 -1.092 3.728 -0.694
H3 -0.091 2.308 0.207
H4 -0.675 -0.050 -1.695
H5 -0.946 -1.710 -1.403
H6 -1.977 -0.990 -2.352
H7 4.994 -0.885 0.344
H8 4.379 0.308 1.797
H9 4.147 -1.223 1.996
H10 3.125 -1.807 -1.899
H11 1.831 -0.514 -2.156
H12 3.484 -0.250 -1.934
H13 2.001 -3.090 0.702
H14 1.337 -1.894 1.849
H15 0.580 -2.171 0.250
H16 -2.053 3.057 1.380
H17 -3.221 2.659 -0.012
H18 -2.964 0.978 2.024
H19 -1.214 0.749 1.518

Cartesian forces (eV/Å) of the 2 atoms listed first:
C 1.1 -3.2 2.0
C 0.9 -2.1 1.2

---

Entry 5:
C17H15ClO3 | ωB97M-V/def2-TZVPD

**LUMO**: -0.406 eV
**Energy above the lowest of the compared OMol25 structures with the same formula, charge and spin**: 52.9 kcal/mol
**E_tot**: -36536.065 eV
**SMILES**: COc1ccc(OC)c(/C=C/C(=O)c2ccc(Cl)cc2)c1
**Charge**: 0
**HOMO-LUMO gap**: 0.2825 Ha

Positions of all 36 atoms, in Å:
C1 -1.723 -2.576 -4.577
O1 -1.069 -2.123 -3.416
C2 -1.773 -1.354 -2.537
C3 -3.105 -0.977 -2.685
C4 -3.694 -0.175 -1.729
C5 -3.009 0.256 -0.595
O2 -3.738 1.070 0.219
C6 -3.123 2.006 1.078
C7 -1.677 -0.161 -0.409
C8 -0.912 0.125 0.793
C9 0.416 0.308 0.855
C10 1.061 0.573 2.146
O3 0.424 0.814 3.157
C11 2.550 0.570 2.162
C12 3.311 -0.217 1.302
C13 4.691 -0.204 1.375
C14 5.318 0.610 2.307
Cl1 7.042 0.639 2.387
C15 4.578 1.394 3.180
C16 3.200 1.361 3.109
C17 -1.086 -0.940 -1.405
H1 -0.982 -3.157 -5.124
H2 -2.060 -1.742 -5.201
H3 -2.577 -3.217 -4.335
H4 -3.687 -1.289 -3.538
H5 -4.720 0.140 -1.842
H6 -3.772 2.885 1.080
H7 -3.052 1.625 2.100
H8 -2.130 2.293 0.726
H9 -1.450 0.148 1.731
H10 1.029 0.320 -0.032
H11 2.830 -0.870 0.589
H12 5.281 -0.820 0.715
H13 5.078 2.014 3.907
H14 2.600 1.952 3.785
H15 -0.071 -1.282 -1.279

Cartesian forces (eV/Å) of the 2 atoms listed first:
C -0.1 -0.1 -0.1
O 0.1 0.1 0.2

---

Entry 6:
C2H7NO | ωB97M-V/def2-TZVPD

**LUMO**: 0.782 eV
**Energy above the lowest of the compared OMol25 structures with the same formula, charge and spin**: 37.0 kcal/mol
**E_tot**: -5723.639 eV
**SMILES**: CC=O.N
**Charge**: 0
**HOMO-LUMO gap**: 0.3790 Ha

Positions of all 11 atoms, in Å:
C1 0.058 -0.770 -1.433
C2 0.152 -2.201 -1.794
O1 -0.239 -3.037 -0.960
H1 0.617 -0.130 -1.908
H2 0.027 -0.359 -0.442
H3 -0.951 -0.462 -1.834
H4 0.627 -2.383 -2.843
N1 -0.072 2.270 2.886
H5 -1.002 2.335 2.549
H6 0.578 1.726 2.301
H7 0.205 3.011 3.478

Cartesian forces (eV/Å) of the 2 atoms listed first:
C -4.5 -1.0 0.9
C 0.0 -1.4 2.4

---

Entry 7:
C17H23N3O3 | ωB97M-V/def2-TZVPD

**LUMO**: 0.551 eV
**Energy above the lowest of the compared OMol25 structures with the same formula, charge and spin**: 41.4 kcal/mol
**E_tot**: -28615.758 eV
**SMILES**: CC(C)C[C@H](NC(=O)[C@@H](N)Cc1c[nH]c2ccccc12)C(=O)O
**Charge**: 0
**HOMO-LUMO gap**: 0.3117 Ha

Positions of all 46 atoms, in Å:
C1 4.867 1.804 -1.366
C2 3.856 2.037 -0.260
C3 3.336 3.472 -0.233
C4 2.636 1.042 -0.239
C5 3.005 -0.422 -0.480
N1 1.784 -1.117 -0.847
C6 0.657 -1.231 -0.077
O1 0.608 -1.053 1.179
C7 -0.595 -1.582 -0.809
N2 -0.199 -2.573 -1.843
C8 -1.704 -2.032 0.135
C9 -2.423 -0.831 0.649
C10 -2.133 -0.182 1.823
N3 -2.966 0.908 1.945
C11 -3.819 0.920 0.849
C12 -4.781 1.861 0.473
C13 -5.508 1.740 -0.715
C14 -5.248 0.601 -1.519
C15 -4.368 -0.370 -1.106
C16 -3.553 -0.194 0.026
C17 3.826 -0.942 0.694
O2 5.005 -1.142 0.553
O3 3.188 -1.100 1.853
H1 5.868 2.298 -1.332
H2 4.453 2.052 -2.377
H3 5.210 0.764 -1.423
H4 4.490 1.848 0.649
H5 2.907 3.725 0.730
H6 4.188 4.084 -0.541
H7 2.579 3.561 -1.012
H8 2.147 1.263 0.746
H9 1.997 1.287 -1.064
H10 3.656 -0.493 -1.346
H11 1.668 -1.264 -1.867
H12 -0.894 -0.676 -1.326
H13 -1.094 -3.015 -2.231
H14 0.254 -3.367 -1.363
H15 -2.406 -2.616 -0.482
H16 -1.139 -2.600 0.930
H17 -1.326 -0.410 2.528
H18 -2.880 1.551 2.686
H19 -4.831 2.822 1.017
H20 -6.263 2.451 -1.036
H21 -5.704 0.555 -2.511
H22 -4.138 -1.232 -1.706
H23 2.224 -0.902 1.792

Cartesian forces (eV/Å) of the 2 atoms listed first:
C 0.6 -0.4 -1.9
C 0.8 -0.8 1.2

---

Entry 8:
C23H46Br12O5 | ωB97M-V/def2-TZVPD

**LUMO**: 0.024 eV
**Energy above the lowest of the compared OMol25 structures with the same formula, charge and spin**: 872.6 kcal/mol
**E_tot**: -875307.930 eV
**Charge**: 0
**HOMO-LUMO gap**: 0.2714 Ha

Positions of all 86 atoms, in Å:
C1 3.917 2.671 -2.163
C2 2.419 2.483 -2.378
O1 1.969 1.405 -2.777
C3 1.360 3.538 -2.107
H1 4.447 1.768 -2.467
H2 4.085 2.655 -1.086
H3 4.497 3.469 -2.629
H4 1.775 4.149 -1.306
H5 0.375 3.184 -1.801
H6 1.279 4.120 -3.025
O2 -1.019 -1.913 0.977
C4 -0.892 -3.068 1.304
O3 -0.849 -3.592 2.544
C5 -1.254 -2.854 3.667
C6 -0.103 -1.821 4.106
C7 -0.519 -4.063 0.216
H7 -1.538 -3.491 4.504
H8 -2.074 -2.185 3.404
H9 0.849 -2.296 4.344
H10 -0.397 -1.171 4.930
H11 0.137 -1.130 3.298
H12 0.545 -4.278 0.322
H13 -0.616 -3.564 -0.747
H14 -1.033 -5.003 0.418
O4 2.438 -1.197 2.676
C8 2.036 -0.044 2.592
O5 2.614 0.996 1.919
C9 3.909 0.871 1.332
C10 3.837 0.442 -0.143
C11 0.728 0.409 3.269
H15 4.559 0.158 1.838
H16 4.455 1.808 1.447
H17 4.794 0.089 -0.529
H18 3.301 1.120 -0.808
H19 3.327 -0.517 -0.056
H20 0.285 1.220 2.691
H21 0.846 0.901 4.235
H22 0.085 -0.472 3.285
Br1 -2.690 0.278 -3.202
C12 -3.450 -1.300 -2.247
C13 -2.469 -1.856 -1.135
Br2 -3.098 -3.561 -0.329
H23 -3.637 -2.035 -3.029
H24 -4.433 -0.997 -1.888
H25 -2.252 -1.169 -0.317
H26 -1.502 -2.058 -1.595
Br3 -2.085 -0.105 3.342
C14 -3.799 0.066 2.307
C15 -3.609 -0.361 0.828
Br4 -5.377 -0.157 -0.077
H27 -4.163 1.090 2.395
H28 -4.448 -0.610 2.865
H29 -3.413 -1.433 0.832
H30 -2.877 0.183 0.230
Br5 -2.564 3.040 3.001
C16 -0.713 2.622 2.474
C17 -0.449 3.187 1.068
Br6 1.429 2.846 0.591
H31 -0.720 1.538 2.368
H32 0.048 2.953 3.182
H33 -0.577 4.269 1.097
H34 -1.180 2.822 0.346
Br7 2.419 -5.725 -2.304
C18 2.636 -3.850 -1.953
C19 1.608 -3.069 -2.743
Br8 2.050 -1.163 -2.553
H35 3.690 -3.651 -2.146
H36 2.573 -3.689 -0.877
H37 0.574 -3.182 -2.416
H38 1.647 -3.355 -3.794
Br9 -1.502 0.659 0.872
C20 -0.227 -0.527 -0.076
C21 0.701 0.328 -0.936
Br10 -0.352 1.525 -2.110
H39 -0.809 -1.137 -0.768
H40 0.327 -1.175 0.604
H41 1.436 -0.211 -1.535
H42 1.376 0.945 -0.343
Br11 -2.370 2.417 -0.830
C22 -2.481 2.728 -2.797
C23 -1.182 3.100 -3.519
Br12 -1.383 3.238 -5.519
H43 -3.248 3.473 -3.012
H44 -2.810 1.793 -3.250
H45 -0.421 2.400 -3.174
H46 -0.801 4.078 -3.226

Cartesian forces (eV/Å) of the 2 atoms listed first:
C 0.4 -0.5 0.1
C -1.6 -1.0 -1.2

---

Entry 9:
C13H10F6IN6O4S2SeW | ωB97M-V/def2-TZVPD

**LUMO**: -12.517 eV
**Energy above the lowest of the compared OMol25 structures with the same formula, charge and spin**: 0.0 kcal/mol
**E_tot**: -143990.309 eV
**Charge**: +3
**HOMO-LUMO gap**: 0.1628 Ha

Positions of all 44 atoms, in Å:
W1 0.308 -0.142 -0.068
F1 5.551 0.015 -0.158
C1 4.645 0.413 -0.996
F2 4.896 0.075 -2.225
F3 4.381 1.694 -0.876
S1 3.026 -0.475 -0.526
O1 1.947 -0.092 -1.513
O2 2.456 -0.031 0.779
N1 3.390 -1.972 -0.563
S2 2.195 -2.940 -0.125
O3 1.015 -2.069 0.285
O4 2.521 -3.944 0.796
C2 1.677 -3.724 -1.743
F4 0.734 -4.602 -1.477
F5 2.723 -4.272 -2.286
F6 1.188 -2.757 -2.523
C3 -2.652 -3.368 -1.937
C4 -1.792 -2.360 -1.367
N2 -1.102 -1.568 -0.903
H1 -2.158 -4.339 -1.865
H2 -2.844 -3.125 -2.984
H3 -3.593 -3.392 -1.384
I1 2.712 5.588 -1.063
C5 1.833 3.934 -0.216
C6 1.472 3.752 1.115
N3 0.924 2.541 1.236
N4 0.935 1.883 0.047
C7 1.479 2.748 -0.837
H4 1.580 4.402 1.971
H5 0.632 2.087 2.088
H6 1.599 2.472 -1.874
Se1 -1.281 1.116 -1.650
N5 -0.868 0.205 1.117
C8 -2.100 0.591 1.584
C9 -2.540 0.384 2.864
C10 -3.832 0.824 3.225
C11 -4.663 1.471 2.324
C12 -4.227 1.688 1.028
C13 -2.942 1.256 0.609
N6 -2.655 1.505 -0.668
H7 -1.916 -0.108 3.599
H8 -4.167 0.648 4.240
H9 -5.645 1.805 2.633
H10 -4.844 2.182 0.288

Cartesian forces (eV/Å) of the 2 atoms listed first:
W 1.8 -0.6 0.5
F 0.0 0.0 0.0

---

Entry 10:
C2H6NP | ωB97M-V/def2-TZVPD

**LUMO**: 0.457 eV
**Energy above the lowest of the compared OMol25 structures with the same formula, charge and spin**: 31.0 kcal/mol
**E_tot**: -12947.388 eV
**Charge**: 0
**HOMO-LUMO gap**: 0.3486 Ha

Positions of all 10 atoms, in Å:
C1 0.683 0.657 -0.295
C2 -0.738 0.811 -0.015
N1 1.367 -0.161 0.366
P1 -1.443 -1.336 0.456
H1 1.056 1.283 -1.184
H2 -0.884 1.216 0.938
H3 -1.309 1.176 -0.813
H4 2.328 -0.446 -0.007
H5 -0.439 -1.616 1.228
H6 -0.620 -1.584 -0.674

Cartesian forces (eV/Å) of the 2 atoms listed first:
C 0.9 0.7 -1.8
C -0.2 -3.6 1.3

---

Entry 11:
C4H6N2O | ωB97M-V/def2-TZVPD

**LUMO**: 0.300 eV
**Energy above the lowest of the compared OMol25 structures with the same formula, charge and spin**: 30.9 kcal/mol
**E_tot**: -9272.161 eV
**SMILES**: c1cnccn1.O
**Charge**: 0
**HOMO-LUMO gap**: 0.3762 Ha

Positions of all 13 atoms, in Å:
C1 2.438 0.958 -0.327
C2 1.920 0.066 0.645
N1 0.605 -0.237 0.754
C3 -0.149 0.423 -0.143
C4 0.349 1.226 -1.175
N2 1.670 1.541 -1.237
H1 3.500 1.213 -0.432
H2 2.541 -0.404 1.418
H3 -1.224 0.206 -0.104
H4 -0.350 1.813 -1.786
O1 -3.728 -2.436 0.434
H5 -3.413 -1.550 0.723
H6 -4.158 -2.819 1.231

Cartesian forces (eV/Å) of the 2 atoms listed first:
C 0.0 -0.5 0.1
C -0.4 -0.1 0.4